{
  "formula": "C4H7NO2",
  "method": "ωB97M-V/def2-TZVPD",
  "symbols": ["H", "C", "C", "H", "H", "H", "C", "H", "H", "N", "O", "H", "C", "O"],
  "coordinates": [[-0.914, -0.628, 1.894], [-1.075, -1.044, 0.896], [-0.999, 1.154, -0.351], [2.882, 0.569, -0.695], [-2.145, -1.042, 0.678], [1.562, 0.447, -1.796], [1.142, -0.025, 0.188], [-0.399, -0.702, -1.128], [-0.707, -2.074, 0.898], [1.886, 0.491, -0.841], [1.613, -0.251, 1.285], [-0.318, 1.989, -0.620], [-0.337, -0.210, -0.143], [-2.188, 1.326, -0.263]],
  "atomic_forces_ev_per_a": [[0.0, -0.1, -0.1], [0.0, -0.1, 0.0], [-0.4, 0.0, 0.0], [-0.1, 0.0, 0.0], [0.2, 0.0, 0.0], [0.0, 0.0, 0.2], [0.1, 0.0, 0.1], [0.0, 0.1, 0.1], [0.0, 0.2, 0.0], [0.1, -0.1, 0.0], [-0.2, 0.1, -0.4], [-0.1, -0.1, 0.0], [0.0, -0.1, 0.0], [0.5, 0.0, 0.0]],
  "lowdin_charge": [0.091, -0.051, -0.215, 0.112, 0.081, 0.104, -0.523, 0.155, 0.088, 0.156, 0.071, 0.127, -0.262, 0.068],
  "homo_lumo_gap_ha": 0.390,
  "smiles": "C[C@@H](C=O)C(N)=O",
  "e_homo_ev": -10.01,
  "lumo_energy_ev": 0.603,
  "relative_energy_kcal_mol": 11.67
}

{
  "formula": "C22H28N2O4S2",
  "method": "ωB97M-V/def2-TZVPD",
  "symbols": ["C", "H", "H", "H", "C", "C", "C", "N", "C", "C", "N", "H", "O", "O", "C", "H", "C", "C", "H", "C", "H", "H", "C", "S", "H", "H", "C", "C", "H", "C", "C", "O", "C", "C", "H", "H", "H", "H", "C", "H", "H", "H", "H", "H", "H", "H", "H", "H", "H", "H", "C", "S", "H", "C", "H", "C", "O", "C"],
  "coordinates": [[-0.900, -2.947, 1.000], [2.154, -3.005, 1.715], [3.709, -1.046, -0.881], [3.499, -3.126, -2.202], [-2.446, 2.635, 0.106], [0.004, -3.056, 3.288], [-3.417, 1.506, -2.233], [-0.888, -2.518, 2.282], [0.930, 2.273, -0.962], [-2.779, 1.277, 0.071], [1.792, -1.113, -0.089], [1.847, -2.582, 4.255], [0.684, 2.452, 0.409], [0.592, -0.217, 1.574], [-3.047, 2.836, -2.212], [1.868, -3.383, -1.566], [-2.512, 0.506, 1.262], [1.229, -2.155, 3.465], [0.295, -4.062, 2.977], [2.603, -2.623, -1.838], [-3.811, 1.077, -3.141], [-0.639, 4.694, 0.279], [0.792, -1.013, -2.331], [-0.117, -4.254, 0.409], [0.131, -0.017, -0.572], [2.773, -0.964, -3.197], [2.023, -1.703, -2.903], [1.839, 1.081, -1.266], [1.402, 3.200, -1.303], [2.958, -1.798, -0.604], [1.095, -0.250, -1.038], [-2.169, 4.711, -1.124], [-3.271, 0.716, -1.107], [2.054, -2.024, 2.182], [3.050, -1.651, 2.432], [0.038, -1.774, -2.115], [0.896, -1.164, 3.780], [-3.564, -0.322, -1.133], [-2.540, 3.410, -1.041], [-3.134, 3.456, -3.090], [2.708, 1.140, -0.606], [-2.059, 3.045, 1.024], [-0.020, 2.151, -1.510], [2.189, 1.154, -2.296], [-0.554, -3.103, 4.227], [-1.188, 6.273, -0.347], [3.389, -2.436, 0.164], [0.539, 1.586, 0.833], [-2.186, 5.397, 0.837], [1.747, -2.273, -3.791], [-1.509, 5.287, -0.016], [-1.905, -1.904, 0.004], [-2.481, 1.042, 2.203], [-2.142, -0.785, 1.331], [0.363, -0.314, -3.050], [-1.606, -1.362, 2.570], [-1.733, -0.919, 3.684], [1.426, -1.041, 1.205]],
  "atomic_forces_ev_per_a": [[-0.2, -0.1, -0.2], [0.1, 0.1, 0.0], [0.0, -0.1, 0.1], [0.0, 0.0, 0.0], [0.0, 0.1, 0.0], [0.3, -0.1, 0.5], [0.0, 0.1, -0.1], [0.0, -0.2, 0.0], [0.2, 0.0, -0.4], [-0.2, 0.3, -0.6], [-0.2, 0.0, -0.1], [0.0, 0.0, 0.0], [0.0, -0.1, 0.5], [0.0, 0.3, 0.3], [0.1, 0.1, 0.1], [0.0, 0.0, 0.0], [0.3, -0.9, 0.5], [-0.1, 0.0, -0.2], [-0.1, 0.1, 0.1], [0.2, 0.2, 0.0], [0.0, 0.0, -0.1], [0.0, 0.0, 0.0], [0.2, 0.0, 0.1], [-0.1, -0.2, -0.3], [0.2, -0.1, -0.1], [0.1, 0.0, -0.1], [-0.2, -0.2, 0.1], [-0.3, 0.2, 0.2], [-0.1, -0.1, -0.1], [0.1, -0.4, -0.1], [-0.3, 0.2, -0.1], [-0.2, -0.1, -0.3], [0.1, 0.0, 0.3], [-0.2, 0.1, 0.3], [0.0, 0.0, -0.1], [0.0, 0.0, 0.0], [0.1, -0.1, 0.1], [-0.1, -0.1, 0.0], [-0.1, -0.2, -0.1], [0.0, 0.1, -0.1], [0.1, 0.0, 0.0], [0.1, 0.1, 0.1], [0.1, 0.0, 0.0], [0.1, 0.0, -0.1], [0.0, -0.1, -0.1], [0.0, 0.0, 0.1], [0.0, 0.1, 0.0], [0.0, 0.0, 0.0], [0.0, 0.0, 0.0], [0.0, 0.0, -0.1], [0.2, 0.1, 0.2], [0.1, -0.2, 0.1], [0.0, 0.0, 0.1], [-0.5, 0.7, -0.5], [-0.1, 0.0, 0.0], [-0.4, 0.3, 0.4], [0.1, -0.1, 0.0], [0.4, -0.2, -0.1]],
  "lowdin_charge": [-1.060, 0.091, 0.132, 0.114, 0.026, -0.144, -0.069, -0.093, -0.259, -0.219, -0.002, 0.119, -0.072, 0.029, -0.001, 0.078, -0.014, -0.144, 0.090, -0.170, 0.107, 0.084, -0.142, 0.693, 0.114, 0.109, -0.189, -0.102, 0.122, -0.137, -0.276, -0.076, -0.064, -0.095, 0.131, 0.088, 0.114, 0.074, -0.281, 0.118, 0.126, 0.115, 0.115, 0.114, 0.133, 0.095, 0.114, 0.055, 0.097, 0.113, -0.072, 1.053, 0.139, -0.400, 0.123, -0.459, 0.130, -0.416],
  "homo_lumo_gap_ha": 0.284,
  "smiles": "COc1cccc(/C=C2\\SC(=S)N(CCCC(=O)N3CCCC[C@@H]3CCO)C2=O)c1",
  "e_homo_ev": -8.32,
  "lumo_energy_ev": -0.599,
  "relative_energy_kcal_mol": 0.00
}

{
  "formula": "C5H14N2O2",
  "method": "ωB97M-V/def2-TZVPD",
  "symbols": ["H", "C", "H", "H", "H", "H", "N", "C", "H", "H", "H", "H", "O", "H", "C", "H", "C", "O", "H", "H", "C", "H", "N"],
  "coordinates": [[-0.427, 2.297, 0.509], [-0.006, -0.259, 1.394], [-1.536, -0.273, -1.688], [1.238, 1.889, 0.244], [-0.856, -1.968, 0.976], [-2.134, 0.898, -0.630], [0.706, -0.839, -2.188], [1.025, -0.708, -0.791], [0.140, 2.046, -1.156], [1.360, -1.454, -2.662], [-1.959, 0.206, 2.074], [1.067, -1.742, -0.424], [2.315, -0.141, -0.616], [0.761, 0.077, -2.622], [0.231, 1.709, -0.125], [0.976, -0.003, 1.798], [-0.145, 0.236, -0.026], [-0.176, -1.632, 1.584], [-0.803, 0.554, 3.175], [-2.145, -0.774, -0.204], [-1.515, 0.001, -0.637], [2.923, -0.741, -0.177], [-1.040, 0.622, 2.191]],
  "atomic_forces_ev_per_a": [[-0.2, 0.0, -0.1], [-2.3, 2.3, 1.7], [0.7, 0.0, -0.1], [0.2, -0.1, -0.2], [0.2, 0.2, 0.3], [0.1, 0.2, 0.5], [0.0, 0.2, -0.1], [-1.0, 0.2, -0.4], [0.1, 0.1, -0.1], [0.0, 0.2, 0.1], [0.1, 0.0, 0.0], [-0.4, 0.4, 0.4], [0.2, 0.6, 0.3], [0.0, -0.1, -0.2], [0.1, -0.1, 0.2], [-0.1, 0.0, -0.1], [2.4, -1.9, -1.4], [-0.3, -0.4, -0.2], [-0.2, -0.1, 0.0], [0.2, -0.2, 0.5], [-1.1, 0.1, -0.5], [-0.2, -0.1, 0.0], [1.6, -1.4, -0.5]],
  "lowdin_charge": [0.075, -0.394, 0.070, 0.080, 0.096, 0.086, 0.051, -0.378, 0.086, 0.081, 0.059, 0.139, -0.029, 0.082, -0.049, 0.150, -0.426, -0.019, 0.059, 0.077, -0.052, 0.093, 0.067],
  "homo_lumo_gap_ha": 0.374,
  "smiles": "CC(C)([C@@H](N)O)[C@@H](N)O",
  "e_homo_ev": -9.48,
  "lumo_energy_ev": 0.708,
  "relative_energy_kcal_mol": 36.35
}

{
  "formula": "C4H5NS2",
  "method": "ωB97M-V/def2-TZVPD",
  "symbols": ["H", "H", "S", "H", "N", "C", "C", "H", "C", "C", "S", "H"],
  "coordinates": [[-2.006, 1.164, 0.967], [-2.065, 1.555, -0.689], [-2.002, -1.148, -0.019], [0.649, 1.536, 0.811], [-0.289, -1.632, 0.117], [0.490, -0.608, -0.123], [1.874, -1.170, -0.051], [-0.009, 1.642, -0.920], [-1.621, 0.629, 0.114], [-0.067, 0.729, -0.078], [3.207, -0.391, 0.039], [1.839, -2.308, -0.168]],
  "atomic_forces_ev_per_a": [[0.1, -0.8, 1.0], [0.7, -3.6, 1.4], [1.3, 0.3, 0.5], [-2.3, -2.9, -2.1], [-1.9, 1.9, -1.4], [0.3, -3.3, 1.2], [-2.2, -1.9, -1.0], [0.8, -3.3, 1.4], [-0.2, 3.6, -2.1], [0.9, 6.7, 0.4], [2.5, 1.7, 0.3], [0.0, 1.6, 0.4]],
  "lowdin_charge": [0.037, 0.148, 0.840, 0.208, -0.212, -0.517, -0.717, 0.150, -0.518, -0.251, 0.747, 0.085],
  "homo_lumo_gap_ha": 0.289,
  "e_homo_ev": -8.68,
  "lumo_energy_ev": -0.823,
  "relative_energy_kcal_mol": 97.71
}

{
  "formula": "C26H31BKN10OSSeSi",
  "method": "ωB97M-V/def2-TZVPD",
  "symbols": ["C", "C", "Se", "C", "N", "H", "H", "C", "H", "N", "H", "N", "C", "H", "H", "H", "B", "C", "N", "H", "C", "H", "C", "C", "H", "N", "H", "C", "H", "N", "C", "C", "K", "H", "C", "N", "H", "C", "C", "C", "N", "H", "H", "C", "H", "C", "C", "N", "C", "C", "C", "H", "C", "H", "Si", "C", "H", "H", "N", "H", "C", "H", "H", "H", "H", "H", "O", "H", "S", "H", "C", "H", "H"],
  "coordinates": [[-6.285, 2.636, -1.486], [-0.389, -5.119, -1.117], [-3.767, 2.165, -0.122], [-0.182, 2.983, 2.702], [0.276, 2.619, 1.516], [-0.896, -7.842, 0.412], [-8.132, 2.993, -2.517], [-7.046, 2.999, -2.582], [0.174, 4.421, -0.490], [3.003, 1.343, 0.293], [-6.760, 2.341, -0.559], [1.486, 2.847, -1.048], [-0.626, -4.202, -2.140], [6.160, 5.275, 0.965], [0.340, -8.387, 1.553], [5.136, -1.094, 0.042], [2.398, 2.749, 0.197], [0.796, 3.685, 3.431], [-6.543, 3.377, -3.762], [-0.792, 4.070, -3.018], [-0.600, -2.864, -1.798], [-3.250, -0.219, 2.457], [2.969, -0.779, 0.531], [3.922, 4.303, -1.186], [3.348, 4.120, -2.080], [1.548, 3.070, 1.449], [0.722, 4.098, 4.423], [4.290, -0.439, 0.174], [2.153, -4.792, 2.639], [1.687, 2.075, -2.138], [-1.033, -5.925, 2.957], [-3.865, -0.475, 1.576], [-0.755, 0.206, 0.295], [-4.800, 3.671, -4.810], [5.077, 5.028, -0.989], [4.437, 4.104, 0.970], [-2.040, -6.056, 2.549], [-0.194, -3.283, 0.447], [0.109, -7.632, 0.794], [0.493, 3.738, -1.260], [2.206, 0.299, 0.598], [2.872, 4.129, 2.712], [5.038, 1.631, -0.232], [-5.208, 3.373, -3.847], [-1.006, -4.982, 3.503], [1.990, -5.766, 2.178], [1.886, 3.714, 2.589], [-0.390, -2.402, -0.567], [-0.157, -4.694, 0.179], [0.807, 2.493, -3.036], [-4.887, 2.652, -1.570], [-1.196, 2.732, 2.982], [-4.358, 3.019, -2.815], [2.685, -5.872, 1.340], [0.221, -5.894, 1.559], [5.346, 4.868, 0.383], [-3.953, -1.573, 1.560], [2.214, -6.552, 2.908], [3.562, 3.763, -0.001], [0.818, -7.760, -0.030], [0.020, 3.550, -2.538], [2.542, -1.747, 0.757], [-0.753, -2.106, -2.564], [-0.380, -6.182, -1.345], [-3.284, 3.021, -2.957], [-0.813, -4.512, -3.160], [-3.322, -0.022, 0.378], [5.637, 5.586, -1.722], [-0.011, -2.682, 2.046], [0.755, 2.007, -4.000], [4.260, 0.932, 0.029], [-0.832, -6.752, 3.646], [-4.876, -0.078, 1.767]],
  "atomic_forces_ev_per_a": [[0.0, 0.0, 0.0], [0.1, -0.1, 0.0], [0.0, 0.2, 0.2], [0.1, 0.0, 0.0], [0.0, 0.0, 0.1], [0.1, 0.0, 0.0], [0.0, 0.0, 0.0], [0.0, 0.0, 0.0], [0.0, -0.1, 0.0], [0.0, 0.1, 0.0], [0.0, 0.0, 0.0], [-0.1, 0.0, 0.2], [0.0, 0.0, 0.0], [0.0, 0.0, 0.0], [0.0, 0.0, 0.0], [0.0, 0.0, 0.0], [0.0, -0.2, 0.0], [-0.1, 0.0, 0.0], [0.0, 0.0, 0.0], [0.0, 0.0, 0.0], [0.1, 0.1, 0.1], [0.0, 0.0, 0.0], [0.1, 0.0, 0.0], [0.0, 0.0, 0.1], [0.0, 0.0, 0.1], [0.0, 0.2, -0.1], [0.0, 0.0, 0.0], [-0.1, 0.0, 0.0], [0.0, 0.0, 0.0], [0.0, 0.1, 0.0], [0.0, 0.1, 0.1], [-0.1, 0.1, 0.0], [0.4, 0.0, 0.1], [0.0, 0.0, 0.0], [0.0, 0.0, 0.1], [0.0, -0.1, -0.1], [0.0, 0.0, 0.0], [-0.1, -0.1, -0.3], [0.0, 0.0, 0.0], [0.0, 0.0, -0.1], [0.0, 0.0, -0.1], [0.0, 0.0, 0.0], [-0.1, 0.0, 0.0], [-0.1, 0.0, 0.0], [0.0, -0.1, 0.0], [0.0, 0.1, 0.1], [0.0, 0.0, 0.0], [0.0, -0.2, -0.1], [0.0, 0.2, 0.1], [0.0, 0.0, 0.1], [0.0, -0.1, 0.0], [0.0, 0.0, 0.0], [0.0, 0.0, 0.0], [0.0, 0.0, 0.0], [-0.1, -0.2, -0.1], [0.0, 0.0, 0.0], [0.0, 0.0, 0.0], [0.0, 0.0, 0.0], [-0.1, 0.1, -0.1], [0.0, 0.0, 0.0], [0.0, 0.0, -0.1], [0.0, 0.1, 0.0], [0.0, 0.0, 0.0], [0.0, 0.0, 0.0], [0.0, 0.0, 0.0], [0.0, 0.0, 0.0], [-0.1, -0.2, 0.0], [0.0, 0.0, 0.0], [0.1, 0.0, 0.0], [0.0, 0.0, 0.0], [0.0, -0.1, 0.0], [0.0, 0.0, 0.0], [0.0, 0.0, -0.1]],
  "lowdin_spin": [0.047, 0.000, 0.373, 0.000, 0.000, 0.000, -0.001, -0.002, 0.000, 0.000, 0.001, 0.000, 0.000, 0.000, 0.000, 0.000, 0.000, 0.000, 0.060, 0.000, 0.000, 0.000, 0.000, 0.000, 0.000, 0.000, 0.000, 0.000, 0.000, 0.000, 0.000, 0.021, 0.003, -0.001, 0.000, 0.000, 0.000, 0.000, 0.000, 0.000, 0.000, 0.000, 0.000, 0.001, 0.000, 0.000, 0.000, 0.000, 0.000, 0.000, 0.073, 0.000, 0.050, 0.000, 0.000, 0.000, 0.012, 0.000, 0.000, 0.000, 0.000, 0.000, 0.000, 0.000, 0.001, 0.000, 0.353, 0.000, 0.000, 0.000, 0.000, 0.000, 0.008],
  "multiplicity": 2,
  "homo_lumo_gap_ha": [0.221, 0.234],
  "e_homo_ev": [-1.73, -2.09],
  "lumo_energy_ev": [4.275, 4.272],
  "total_charge": -2
}

Number 1: strongest force on any atom 0.5 eV Å⁻¹. Number 2: strongest force on any atom 1.0 eV Å⁻¹. Number 3: strongest force on any atom 3.6 eV Å⁻¹. Number 4: strongest force on any atom 6.8 eV Å⁻¹. Number 5: strongest force on any atom 0.4 eV Å⁻¹.